Density functional theory data (ωB97M-V/def2-TZVPD) for a structure of composition C3HNiO2 in a non-equilibrium geometry.

Last column: Löwdin spin population.
Atoms and positions in Å:
1 H 0.2026 -1.7460 -0.5862  0.01
2 C -0.3645 -0.9231 0.2159  0.18
3 C 0.6313 -0.2316 -0.3378  0.28
4 O -1.5063 -0.2903 0.3536  0.24
5 Ni 2.2867 0.4166 0.4140  1.23
6 O -0.0140 1.3942 -0.1831  0.01
7 C -1.2357 1.3802 0.1236  0.05

## Properties
Max |F| (hartree/bohr): 0.0813
Net charge: +1
<S²>: 2.02
LUMO energy (spin up / spin down) (eV): -6.4252 / -8.8193
Gap between HOMO and LUMO (spin up / spin down) (eV): 9.1 / 6.5
Energy above the lowest of the compared OMol25 structures with the same formula, charge and spin (kcal per mole): 84.9
2S+1: 3

Density functional theory data (ωB97M-V/def2-TZVPD) for a structure of composition C3HNiO3 in a non-equilibrium geometry.

Last column: Löwdin spin population.
Atoms and positions in Å:
1 C 1.6059 0.2106 -1.2575  0.15
2 C 0.4155 0.3509 -1.1510  0.06
3 O 2.9071 0.0942 -1.2631  0.06
4 H 3.1852 -0.7993 -1.5034  0.00
5 O -0.9117 0.5548 -1.1396  0.26
6 C -1.6794 -0.4187 -0.5160  0.37
7 O -1.9633 -0.0688 0.6635  0.16
8 Ni -3.4447 -0.5056 1.3719  0.94

## Properties
Max |F| (hartree/bohr): 0.0991
Net charge: +1
<S²>: 2.01
LUMO energy (spin up / spin down) (eV): -5.2283 / -7.6968
Gap between HOMO and LUMO (spin up / spin down) (eV): 8.9 / 5.9
Energy above the lowest of the compared OMol25 structures with the same formula, charge and spin (kcal per mole): 0.0
2S+1: 3

Density functional theory data (ωB97M-V/def2-TZVPD) for a structure of composition C3HO2Sc in a non-equilibrium geometry.

Last column: Löwdin charge in e.
Atoms and positions in Å:
1 H -1.6875 -0.6774 -1.0863  0.18
2 C -0.3274 0.3053 -1.1460  -0.15
3 C -0.8281 -0.4996 -0.2353  -0.08
4 O 0.7901 0.6535 -1.5037  0.23
5 Sc -1.2178 -0.0293 1.8009  1.63
6 O 1.1492 -0.0549 1.3654  -0.09
7 C 2.1216 0.3025 0.8051  0.26

## Properties
Max |F| (hartree/bohr): 0.2092
Net charge: +2
LUMO energy (spin up / spin down) (eV): -12.3697 / -11.2089
Gap between HOMO and LUMO (spin up / spin down) (eV): 7.0 / 9.2
Energy above the lowest of the compared OMol25 structures with the same formula, charge and spin (kcal per mole): 48.4
2S+1: 1

Density functional theory data (ωB97M-V/def2-TZVPD) for a structure of composition C3HO2Zn in a non-equilibrium geometry.

Last column: Löwdin charge in e.
Atoms and positions in Å:
1 O 0.3962 -1.1526 0.0240  -0.02
2 O 0.1230 1.0260 0.0319  -0.02
3 C -0.3595 -0.1427 -0.0388  -0.65
4 Zn 1.9056 0.1497 0.0504  1.35
5 C -2.7985 0.4808 0.0994  0.31
6 C -1.8243 -0.3321 -0.1579  -0.13
7 H -2.3570 -1.3216 0.0694  0.17

## Properties
Max |F| (hartree/bohr): 0.0429
Net charge: +1
LUMO energy (eV): -8.4358
Gap between HOMO and LUMO (eV): 6.8
Energy above the lowest of the compared OMol25 structures with the same formula, charge and spin (kcal per mole): 29.2
2S+1: 1

Density functional theory data (ωB97M-V/def2-TZVPD) for a structure of composition C3HO3Rh in a non-equilibrium geometry.

Last column: Löwdin spin population.
Atoms and positions in Å:
1 C -1.2868 0.5095 -0.1435  0.47
2 C -0.1604 0.0415 -0.1223  0.72
3 O -2.5367 0.8740 0.0018  0.22
4 H -2.9128 1.1955 -0.8280  0.00
5 O 0.4214 -1.6491 0.5394  0.61
6 C 1.7204 -1.6052 0.5745  0.61
7 O 2.3795 -0.5930 0.5913  0.30
8 Rh 2.3754 1.2266 -0.6132  2.07

## Properties
Max |F| (hartree/bohr): 0.1278
Net charge: +1
<S²>: 8.77
LUMO energy (spin up / spin down) (eV): -5.5866 / -8.2130
Gap between HOMO and LUMO (spin up / spin down) (eV): 6.7 / 6.6
Energy above the lowest of the compared OMol25 structures with the same formula, charge and spin (kcal per mole): 32.1
2S+1: 6

Density functional theory data (ωB97M-V/def2-TZVPD) for the ion C3HO4 with charge -1 in a non-equilibrium geometry.

Last column: Löwdin charge in e.
Atoms and positions in Å:
1 C -2.4297 -0.5314 0.1021  -0.72
2 C 0.6995 0.6288 0.7087  -0.09
3 C -1.9887 0.9533 0.0735  -0.16
4 O -2.0836 -0.9147 -1.0242  0.01
5 O -2.9596 -1.0577 1.0577  0.02
6 O -0.4558 1.1357 0.7835  -0.17
7 O -2.3084 1.9004 -0.5553  0.13
8 H 0.8039 -0.1552 -0.0907  -0.02

## Properties
Max |F| (hartree/bohr): 0.0405
Net charge: -1
LUMO energy (eV): 4.1319
Gap between HOMO and LUMO (eV): 7.7
Energy above the lowest of the compared OMol25 structures with the same formula, charge and spin (kcal per mole): 62.9
2S+1: 1

Density functional theory data (ωB97M-V/def2-TZVPD) for a structure of composition C3Li3O3 in a non-equilibrium geometry.

Last column: Löwdin charge in e.
Atoms and positions in Å:
1 O 2.4035 -0.4112 0.3552  -0.10
2 C 1.5250 0.4243 0.0212  -0.74
3 O 1.6598 1.6739 0.0104  -0.10
4 Li -0.0652 2.2839 -0.3832  0.84
5 Li 1.4460 -2.0303 0.3307  0.83
6 C 0.1671 -0.1243 -0.2669  -0.06
7 C -1.0152 -0.4845 -0.1637  -0.38
8 O -2.2134 -0.7146 -0.2316  -0.18
9 Li -3.9076 -0.6171 0.3278  0.88

## Properties
Max |F| (hartree/bohr): 0.0406
Net charge: +1
LUMO energy (eV): -4.2511
Gap between HOMO and LUMO (eV): 8.1
Energy above the lowest of the compared OMol25 structures with the same formula, charge and spin (kcal per mole): 0.0
2S+1: 1

Density functional theory data (ωB97M-V/def2-TZVPD) for a structure of composition C3LiMgO3Rb in a non-equilibrium geometry.

Last column: Löwdin charge in e.
Atoms and positions in Å:
1 O 2.1927 1.1877 0.7063  0.12
2 C 1.8239 0.7370 -0.3322  -0.45
3 O 2.1762 0.4786 -1.4420  0.05
4 Li 2.8392 -1.3611 -1.8847  0.91
5 Rb 1.2617 -0.0432 3.7797  0.92
6 C -0.6005 0.0201 0.2311  0.08
7 C -1.7560 -0.2147 -0.1393  -0.36
8 O -2.9252 -0.6067 -0.4956  -0.28
9 Mg -5.0121 -0.1976 -0.4234  1.00

## Properties
Max |F| (hartree/bohr): 0.1282
Net charge: +2
LUMO energy (spin up / spin down) (eV): -6.7743 / -7.8165
Gap between HOMO and LUMO (spin up / spin down) (eV): 8.5 / 5.5
Energy above the lowest of the compared OMol25 structures with the same formula, charge and spin (kcal per mole): 0.0
2S+1: 1